w) {"formula": "C3H4S", "method": "the ωB97M-V functional and the def2-TZVPD basis", "multiplicity": 1, "molar_mass_da": 72.13, "gap_ev": 10.2, "species": ["S", "C", "C", "C", "H", "H", "H", "H"], "coordinates": [[-1.60473, 0.02338, -1.08915], [-0.70099, -0.54310, 0.35098], [0.93670, 0.00145, 0.29577], [1.99158, 0.34816, -0.14925], [2.95602, 0.67804, -0.40352], [-1.82304, 1.26462, -0.63087], [-0.64204, -1.62396, 0.35661], [-1.11350, -0.14860, 1.26943]]}



x) {"formula": "C3H4S", "method": "the ωB97M-V functional and the def2-TZVPD basis", "multiplicity": 1, "molar_mass_da": 72.13, "gap_ev": 8.2, "species": ["S", "C", "C", "C", "H", "H", "H", "H"], "coordinates": [[1.86050, 1.06733, -0.11636], [1.32654, -0.59056, -0.40283], [0.23787, -0.06012, -0.08162], [-1.11638, 0.34517, 0.20862], [-1.66150, 0.41802, -0.69728], [-1.40991, -0.52210, 0.82343], [1.76349, -1.93075, -0.54166], [-1.00060, 1.27302, 0.80770]]}



Most stable: w) (next structure +1.219 eV)



w) {"formula": "C2H11N2O", "method": "the ωB97M-V functional and the def2-TZVPD basis", "multiplicity": 1, "molar_mass_da": 79.12, "charge": 1, "gap_ev": 11.4, "species": ["O", "N", "N", "C", "C", "H", "H", "H", "H", "H", "H", "H", "H", "H", "H", "H"], "coordinates": [[-1.80681, 1.05661, 1.36333], [0.52742, 0.30182, -1.18635], [0.09724, -0.26429, 1.33397], [1.43327, -0.30853, -2.26132], [-1.35551, -0.23069, 1.64025], [0.86315, -0.37844, -3.18774], [1.63029, -1.34312, -2.03101], [0.57080, -0.99540, 1.84439], [-0.43648, 0.41240, -1.48751], [0.92583, 1.22370, -1.01731], [-2.36685, 1.30805, 2.10534], [-1.43023, -0.49771, 2.69683], [0.51041, -0.30598, -0.23506], [0.42499, 0.62794, 1.70773], [-1.87146, -0.96274, 1.02608], [2.28394, 0.35639, -2.31163]]}



x) {"formula": "C2H11N2O", "method": "the ωB97M-V functional and the def2-TZVPD basis", "multiplicity": 1, "molar_mass_da": 79.12, "charge": 1, "gap_ev": 5.6, "species": ["O", "N", "N", "C", "C", "H", "H", "H", "H", "H", "H", "H", "H", "H", "H", "H"], "coordinates": [[-1.73329, 1.00195, -6.33819], [0.41577, 0.02595, -6.59351], [-0.59530, 1.92213, -4.51317], [0.35679, 0.88766, -4.36256], [1.14258, 0.81412, -5.65541], [0.10763, -6.55342, 38.02281], [1.00907, 1.09779, -3.50410], [1.25565, 1.85896, -6.02926], [2.13198, 0.36651, -5.50112], [-1.30498, 1.64783, -5.36792], [-0.07124, -0.11803, -4.18583], [0.65843, -6.44535, 38.51449], [-0.62161, 0.24503, -6.70413], [-2.62459, 1.18436, -6.68358], [-1.02003, 2.18423, -3.62006], [0.89313, -0.11971, -7.47847]]}



y) {"formula": "C2H11N2O", "method": "the ωB97M-V functional and the def2-TZVPD basis", "multiplicity": 1, "molar_mass_da": 79.12, "charge": 1, "gap_ev": 11.5, "species": ["O", "N", "N", "C", "C", "H", "H", "H", "H", "H", "H", "H", "H", "H", "H", "H"], "coordinates": [[2.34599, 0.79194, -0.18929], [-1.41834, -1.41667, 0.25886], [0.12088, 0.69110, -0.43960], [1.47504, 0.90296, -1.18194], [-2.19824, -0.77320, 1.42682], [-2.19376, -1.77444, -0.35156], [3.01010, -0.05009, -0.03781], [0.23485, 1.02362, 0.63545], [-0.40706, -0.32132, -0.26104], [-0.62446, 1.24841, -0.79753], [-3.22883, -0.36131, 1.04946], [1.45806, 1.96859, -1.38015], [1.56469, 0.14634, -2.08569], [-0.85524, -2.28649, 0.51534], [-1.51127, -0.07522, 1.98768], [-2.79361, -1.55320, 2.03614]]}



Most stable: w) (next structure +1.548 eV)



w) {"formula": "CHIN2O2S", "method": "the ωB97M-V functional and the def2-TZVPD basis", "multiplicity": 1, "molar_mass_da": 232.00, "gap_ev": [6.7, 6.6], "species": ["I", "S", "O", "O", "N", "N", "C", "H"], "coordinates": [[-3.04524, 0.65523, -0.13214], [1.44516, 0.03363, 0.82341], [0.75487, -1.82365, -0.42183], [2.44263, 0.70925, -0.07987], [-0.19465, -1.67782, -1.07282], [-0.12525, 0.62612, 0.37599], [-1.20417, 0.06481, 0.79093], [-0.07336, 1.41242, -0.28367]]}



x) {"formula": "CHIN2O2S", "method": "the ωB97M-V functional and the def2-TZVPD basis", "multiplicity": 1, "molar_mass_da": 232.00, "gap_ev": 8.5, "species": ["I", "S", "O", "O", "N", "N", "C", "H"], "coordinates": [[-2.88496, -1.01127, 0.07429], [1.08256, 1.50368, 0.32236], [1.30319, -0.76710, 0.04708], [1.56531, 2.76563, -0.26391], [-0.38762, 1.46911, 0.00507], [0.14110, -1.16777, -0.07409], [-0.94400, -0.45301, -0.03320], [0.12442, -2.33927, -0.07760]]}



Most stable: w) (next structure +0.234 eV)



w) {"formula": "C4H7FN2O", "method": "the ωB97M-V functional and the def2-TZVPD basis", "multiplicity": 1, "molar_mass_da": 118.11, "gap_ev": 10.2, "species": ["F", "O", "N", "N", "C", "C", "C", "C", "H", "H", "H", "H", "H", "H", "H"], "coordinates": [[-1.63370, 0.23131, -0.91239], [1.43045, -1.17446, -0.01751], [1.64394, 0.22855, 0.28607], [0.32555, 2.17042, 0.05886], [-1.26197, -0.63284, 1.24103], [0.40404, 0.91018, 0.11819], [0.18144, -1.27609, -0.66743], [-0.67309, -0.14774, -0.04562], [-1.73987, 0.24539, 1.67944], [2.46276, 0.57513, -0.22253], [-0.65331, 2.39802, -0.18829], [-2.01914, -1.41544, 1.13087], [0.27463, -1.09029, -1.76569], [-0.23906, -2.27652, -0.49984], [-0.51517, -1.03621, 1.92607]]}



x) {"formula": "C4H7FN2O", "method": "the ωB97M-V functional and the def2-TZVPD basis", "multiplicity": 1, "molar_mass_da": 118.11, "gap_ev": 10.0, "species": ["F", "O", "N", "N", "C", "C", "C", "C", "H", "H", "H", "H", "H", "H", "H"], "coordinates": [[-1.90754, -0.59577, 1.87613], [-0.99448, -0.61731, -1.98365], [0.09916, 0.21503, 0.34611], [1.18803, 0.74841, -0.36778], [0.06905, 0.66778, 1.53749], [-1.03124, 0.25504, 2.48390], [1.26972, 0.26165, -1.54803], [0.37133, -0.77243, -2.19976], [2.10705, 0.60945, -2.13407], [0.53852, -0.74037, -3.26532], [-1.56615, 1.15719, 2.82820], [0.81686, 1.37155, 1.90222], [-1.10786, -0.55330, -0.98777], [0.73115, -1.79219, -1.85574], [-0.58360, -0.21471, 3.36807]]}



y) {"formula": "C4H7FN2O", "method": "the ωB97M-V functional and the def2-TZVPD basis", "multiplicity": 1, "molar_mass_da": 118.11, "gap_ev": 9.4, "species": ["F", "O", "N", "N", "C", "C", "C", "C", "H", "H", "H", "H", "H", "H", "H"], "coordinates": [[2.27900, 0.87019, -0.35497], [-1.22932, 2.00581, 0.35261], [-1.20516, -1.24171, -0.36506], [-0.38202, -1.13976, 0.71318], [-0.46152, 0.91903, -0.31803], [-1.35025, -0.08887, -0.98330], [1.56588, -0.41611, -0.25173], [0.45909, -0.02319, 0.57987], [-2.09585, -0.01027, -1.86350], [-1.59302, 1.62357, 1.46226], [0.54337, 0.33429, 1.69342], [1.09244, -0.90610, -1.05600], [0.25465, 1.38453, -0.98799], [2.17353, -1.27292, 0.18719], [-0.05082, -2.03849, 1.19203]]}



Most stable: w) (next structure +0.095 eV)



w) {"formula": "CH5NO3S", "method": "the ωB97M-V functional and the def2-TZVPD basis", "multiplicity": 1, "molar_mass_da": 111.12, "gap_ev": 10.5, "species": ["S", "O", "O", "O", "N", "C", "H", "H", "H", "H", "H"], "coordinates": [[2.42213, -0.63057, 0.00632], [0.01627, 0.62907, 1.25497], [-0.47629, 1.79170, -0.61036], [-1.75236, -1.26872, -0.16902], [1.39599, 0.60129, -0.55443], [0.27311, 0.96568, 0.12953], [1.42251, 0.81551, -1.54259], [-1.32593, -0.99011, 0.64872], [-1.30812, 1.98008, -0.15402], [3.24529, 0.15078, 0.72508], [-2.00731, -2.18861, -0.04481]]}



x) {"formula": "CH5NO3S", "method": "the ωB97M-V functional and the def2-TZVPD basis", "multiplicity": 1, "molar_mass_da": 111.12, "gap_ev": 10.6, "species": ["S", "O", "O", "O", "N", "C", "H", "H", "H", "H", "H"], "coordinates": [[0.24468, 1.01872, 0.66161], [-0.92327, 0.29737, -1.77965], [1.17068, 1.33106, -0.39855], [-0.55169, -0.49056, 0.36862], [1.27030, 0.57854, 1.89537], [-1.15948, -0.76211, -0.88242], [-2.19847, -0.93778, -0.86168], [-0.62148, -1.65632, -1.35879], [0.88849, -0.01070, 2.62786], [0.01446, 0.71743, -1.59443], [1.86578, -0.08565, 1.32205]]}



Most stable: w) (next structure +2.167 eV)



w) {"formula": "C5H13OP", "method": "the ωB97M-V functional and the def2-TZVPD basis", "multiplicity": 1, "molar_mass_da": 120.13, "gap_ev": 9.0, "species": ["P", "O", "C", "C", "C", "C", "C", "H", "H", "H", "H", "H", "H", "H", "H", "H", "H", "H", "H", "H"], "coordinates": [[0.31545, 0.91485, -2.13381], [1.88969, 1.81142, -2.47922], [-0.64947, 0.39752, -0.32650], [-0.33952, -1.05119, 0.03146], [-0.92045, -1.35466, 1.47958], [1.13298, -1.45384, -0.02713], [-0.55722, 1.38973, 0.83836], [1.39397, -2.30913, 0.70935], [-0.20072, -0.76389, 2.08932], [1.84710, -0.67514, 0.32961], [-0.93429, -1.71995, -0.73978], [-1.90999, -0.82738, 1.54319], [-0.55271, 2.08325, -2.56913], [-1.13227, -2.38771, 1.48197], [-1.46586, 1.39738, 1.34643], [1.64149, -1.82755, -0.99870], [2.21407, 2.39510, -1.79223], [0.32879, 1.10063, 1.36951], [-1.58206, 0.49022, -0.73919], [-0.51898, 2.39034, 0.58691]]}



x) {"formula": "C5H13OP", "method": "the ωB97M-V functional and the def2-TZVPD basis", "multiplicity": 1, "molar_mass_da": 120.13, "gap_ev": 9.5, "species": ["P", "O", "C", "C", "C", "C", "C", "H", "H", "H", "H", "H", "H", "H", "H", "H", "H", "H", "H", "H"], "coordinates": [[-2.27346, -0.12490, 0.65023], [-2.07974, 0.53401, 1.94057], [0.83214, -0.01186, -1.64321], [1.75317, -0.53838, 0.65967], [-1.04433, -1.29697, 0.18846], [0.33968, 1.52403, 0.29589], [0.70145, 0.15010, -0.15598], [0.30127, 1.59405, 1.37726], [-0.66504, -1.88635, 1.00796], [-1.15125, -1.79502, -0.75860], [-0.61833, 1.85343, -0.10657], [-0.06511, 0.33173, -2.15390], [2.70974, -0.02804, 0.51594], [-3.53252, -0.72119, 0.54523], [-2.39210, 0.73506, -0.44463], [1.87988, -1.57537, 0.35702], [1.02139, -1.04667, -1.91744], [1.10101, 2.21674, -0.07341], [1.51114, -0.50293, 1.71906], [1.67102, 0.58853, -2.00356]]}



Most stable: x) (next structure +0.939 eV)